Entry 1
Density functional theory data (wB97M-V/def2-TZVPD) for a cluster of 11 separate species, C44H88O33 in total.

XYZ file:
```
165
Properties=species:S:1:pos:R:3:lowdin_charge:R:1
C -7.16 0.23 0.78 -0.0561
C -7.45 -0.08 2.25 -0.1993
O -8.67 -0.86 2.19 0.0136
C -9.07 -1.46 3.33 -0.5312
O -8.40 -1.56 4.37 0.0805
O -10.26 -2.06 3.09 -0.0011
C -10.67 -2.84 4.26 -0.0279
H -6.95 -0.72 0.26 0.0812
H -6.12 0.71 0.76 0.0761
H -7.94 0.88 0.31 0.0964
H -7.64 0.81 2.90 0.1376
H -6.73 -0.68 2.77 0.0839
H -9.88 -3.51 4.54 0.0824
H -11.51 -3.47 3.95 0.0940
H -10.91 -2.16 5.10 0.1030
C 0.72 -0.36 -9.07 -0.0527
C -0.25 0.28 -8.12 -0.2097
O -1.12 -0.66 -7.47 0.0317
C -2.32 -0.17 -7.04 -0.5657
O -2.82 0.94 -7.03 0.1103
O -2.98 -1.25 -6.59 -0.0264
C -4.28 -1.02 -6.00 -0.0381
H 1.16 0.42 -9.61 0.0617
H 0.21 -0.96 -9.80 0.0772
H 1.50 -0.97 -8.62 0.0873
H -0.94 1.05 -8.53 0.1329
H 0.28 0.79 -7.37 0.0975
H -4.73 -0.17 -6.55 0.0890
H -4.28 -0.82 -4.90 0.0919
H -4.89 -1.97 -6.22 0.1140
C -0.54 2.10 2.67 -0.0302
C -1.28 0.90 3.23 -0.1970
O -2.62 1.26 3.45 0.0219
C -3.55 1.25 2.53 -0.6152
O -3.53 0.59 1.51 0.1029
O -4.64 1.97 2.84 -0.0255
C -4.73 2.64 4.06 -0.0601
H -0.93 2.26 1.64 0.0746
H 0.51 1.80 2.53 0.0676
H -0.61 2.95 3.31 0.0766
H -0.85 0.54 4.19 0.1426
H -1.30 0.13 2.43 0.1214
H -3.94 3.43 4.09 0.1036
H -4.64 1.99 4.94 0.0945
H -5.73 3.15 3.97 0.1183
C 6.84 -4.91 -2.07 -0.0761
C 5.58 -4.14 -1.85 -0.2029
O 5.74 -2.96 -1.01 0.0277
C 5.95 -1.78 -1.58 -0.6434
O 5.99 -1.60 -2.77 0.1092
O 6.30 -0.94 -0.64 0.0016
C 6.40 0.41 -1.06 -0.0186
H 7.60 -4.47 -2.74 0.0876
H 6.50 -5.81 -2.62 0.0895
H 7.25 -5.16 -1.11 0.0758
H 4.94 -4.84 -1.27 0.1170
H 5.13 -3.80 -2.82 0.1304
H 5.41 0.82 -0.83 0.0747
H 6.52 0.53 -2.16 0.1096
H 7.23 0.83 -0.53 0.0904
C -0.25 2.91 -4.39 -0.0498
C -0.04 4.03 -3.45 -0.1493
O -0.36 3.59 -2.08 0.0460
C -1.35 4.17 -1.51 -0.6177
O -2.05 5.03 -1.96 0.1168
O -1.52 3.61 -0.27 -0.0557
C -2.60 4.16 0.58 0.0177
H -1.26 2.46 -4.37 0.0914
H 0.32 2.07 -3.98 0.0806
H 0.07 3.09 -5.38 0.0670
H -0.74 4.83 -3.69 0.1214
H 1.03 4.31 -3.50 0.1208
H -3.05 5.01 -0.01 0.1158
H -2.18 4.40 1.47 0.0520
H -3.32 3.36 0.73 0.0799
C 4.14 1.50 5.24 -0.0524
C 3.62 1.86 3.89 -0.2262
O 2.93 0.78 3.24 0.0303
C 3.72 -0.01 2.52 -0.6345
O 4.90 -0.12 2.55 0.1718
O 2.88 -0.68 1.75 -0.0146
C 3.34 -1.46 0.66 -0.0009
H 4.01 2.33 5.93 0.0758
H 5.14 1.15 5.27 0.0610
H 3.57 0.60 5.60 0.1050
H 4.29 2.38 3.23 0.0916
H 2.85 2.63 3.97 0.1215
H 2.83 -2.47 0.71 0.1000
H 4.41 -1.39 0.64 0.0685
H 2.91 -1.02 -0.31 0.1044
C 7.00 3.61 1.91 -0.0680
C 5.77 4.26 1.30 -0.1848
O 5.01 3.27 0.53 0.0008
C 3.70 3.02 0.83 -0.5650
O 3.01 3.62 1.61 0.1240
O 3.29 1.99 0.07 -0.0238
C 1.89 1.88 -0.18 -0.0246
H 7.50 4.32 2.59 0.0840
H 7.68 3.16 1.16 0.0816
H 6.70 2.80 2.63 0.0839
H 6.00 4.97 0.53 0.1196
H 5.09 4.62 2.09 0.1215
H 1.41 1.41 0.68 0.0823
H 1.84 1.29 -1.11 0.0764
H 1.37 2.82 -0.40 0.1013
C 0.24 -3.39 2.11 -0.0544
C 0.90 -4.74 1.97 -0.2102
O 2.21 -4.70 2.49 0.0112
C 3.21 -5.05 1.70 -0.6046
O 3.12 -5.29 0.52 0.1058
O 4.41 -4.96 2.28 0.0233
C 4.51 -4.42 3.60 -0.0147
H 0.74 -2.54 1.63 0.0716
H 0.14 -3.18 3.15 0.0673
H -0.79 -3.42 1.71 0.0831
H 0.87 -5.08 0.92 0.1180
H 0.30 -5.44 2.60 0.1428
H 5.37 -3.79 3.58 0.0954
H 4.65 -5.24 4.26 0.0832
H 3.60 -3.92 3.92 0.0959
C 3.39 0.25 -3.14 -0.0357
C 3.44 1.76 -3.31 -0.1928
O 3.09 2.04 -4.70 0.0378
C 2.99 3.32 -5.05 -0.6328
O 3.20 4.31 -4.39 0.1190
O 2.62 3.25 -6.32 -0.0299
C 2.48 4.48 -7.07 -0.0303
H 3.67 0.13 -2.06 0.0641
H 4.17 -0.22 -3.77 0.0924
H 2.38 -0.04 -3.35 0.0713
H 4.38 2.21 -3.00 0.1272
H 2.74 2.25 -2.67 0.0882
H 1.98 4.09 -7.97 0.0974
H 3.49 4.90 -7.47 0.1240
H 2.03 5.25 -6.48 0.0798
C -5.16 -1.53 7.51 -0.0756
C -6.21 -2.04 6.61 -0.2224
O -5.66 -2.86 5.55 0.0637
C -5.11 -2.12 4.60 -0.6498
O -5.14 -0.95 4.39 0.1240
O -4.44 -2.93 3.82 0.0296
C -3.73 -2.37 2.74 -0.0159
H -4.40 -0.88 7.12 0.0720
H -4.57 -2.40 7.86 0.0911
H -5.48 -1.08 8.44 0.0770
H -6.80 -1.21 6.16 0.1143
H -6.97 -2.62 7.11 0.1253
H -2.84 -1.89 3.06 0.0842
H -4.41 -1.75 2.15 0.0924
H -3.46 -3.18 2.12 0.0837
C -2.61 0.09 -1.90 -0.0492
C -1.53 0.15 -0.84 -0.1986
O -0.30 -0.41 -1.36 0.0137
C -0.18 -1.73 -1.33 -0.5779
O -1.11 -2.44 -0.97 0.0839
O 1.05 -2.13 -1.72 -0.0288
C 1.17 -3.57 -1.82 -0.0034
H -3.52 0.50 -1.43 0.0832
H -2.85 -0.94 -2.19 0.0806
H -2.32 0.68 -2.78 0.0687
H -1.84 -0.44 0.06 0.1136
H -1.31 1.22 -0.63 0.1139
H 0.16 -3.97 -1.90 0.0940
H 1.75 -4.02 -1.00 0.0693
H 1.83 -3.65 -2.69 0.0997
```

Kohn-Sham gap in eV: 11.136
SMILES string: CCOC(=O)OC.CCOC(=O)OC.CCOC(=O)OC.CCOC(=O)OC.CCOC(=O)OC.CCOC(=O)OC.CCOC(=O)OC.CCOC(=O)OC.CCOC(=O)OC.CCOC(=O)OC.CCOC(=O)OC

***

Entry 2
Density functional theory data (wB97M-V/def2-TZVPD) for a cluster of 11 separate species, C44H88O33 in total.

XYZ file:
```
165
Properties=species:S:1:pos:R:3:lowdin_charge:R:1
C -1.30 8.93 -2.93 -0.0709
C -2.03 8.28 -1.80 -0.2615
O -1.74 6.92 -1.79 0.0634
C -1.87 6.21 -0.68 -0.5868
O -2.30 6.66 0.36 0.0907
O -1.54 4.95 -0.85 0.0533
C -1.89 4.04 0.17 -0.0387
H -1.29 10.02 -2.98 0.0797
H -1.54 8.50 -3.90 0.0815
H -0.24 8.76 -2.70 0.0842
H -3.12 8.40 -1.94 0.1318
H -1.84 8.85 -0.89 0.1281
H -2.95 3.86 0.33 0.1089
H -1.48 4.21 1.16 0.0653
H -1.57 3.04 -0.13 0.0826
C 2.24 -8.17 1.66 -0.0644
C 3.13 -7.62 0.54 -0.2096
O 2.45 -6.50 -0.07 0.0283
C 3.19 -5.74 -0.88 -0.6040
O 4.36 -5.86 -1.07 0.1323
O 2.32 -4.90 -1.46 0.0018
C 2.71 -4.15 -2.59 -0.0480
H 2.22 -7.52 2.53 0.0737
H 2.73 -9.09 1.96 0.0760
H 1.20 -8.30 1.36 0.0770
H 3.29 -8.37 -0.24 0.1259
H 4.09 -7.35 0.97 0.1212
H 2.62 -3.07 -2.47 0.0738
H 2.08 -4.57 -3.38 0.1034
H 3.69 -4.48 -2.94 0.0961
C -2.00 5.89 7.08 -0.0583
C -3.01 5.32 6.09 -0.1870
O -2.35 4.45 5.14 0.0405
C -1.78 4.96 4.05 -0.5681
O -1.35 4.27 3.17 0.0926
O -1.60 6.28 4.12 -0.0149
C -1.19 6.99 2.95 -0.0161
H -1.41 5.11 7.55 0.0809
H -2.49 6.45 7.88 0.0788
H -1.41 6.63 6.53 0.0702
H -3.63 6.08 5.62 0.1263
H -3.62 4.60 6.63 0.1114
H -1.75 7.92 2.91 0.1001
H -1.32 6.39 2.05 0.0562
H -0.13 7.22 3.04 0.0995
C 3.87 -1.77 -5.25 -0.0467
C 3.27 -1.71 -6.64 -0.2033
O 3.83 -2.68 -7.52 0.0483
C 3.21 -2.92 -8.67 -0.6195
O 2.15 -2.47 -9.00 0.1247
O 3.94 -3.81 -9.33 0.0109
C 3.45 -4.31 -10.56 -0.0384
H 3.48 -2.61 -4.69 0.0597
H 3.54 -0.91 -4.66 0.0542
H 4.94 -1.69 -5.10 0.0840
H 3.40 -0.69 -7.01 0.1104
H 2.21 -1.97 -6.60 0.1278
H 3.01 -3.51 -11.15 0.0945
H 2.61 -4.99 -10.37 0.0967
H 4.18 -4.93 -11.07 0.0927
C -0.72 1.36 3.10 -0.0342
C -1.22 0.88 1.74 -0.1796
O -0.03 0.83 0.93 0.0240
C 0.05 -0.10 -0.05 -0.5629
O -0.75 -0.98 -0.26 0.1385
O 1.04 0.23 -0.84 0.0138
C 1.17 -0.36 -2.12 -0.0114
H -1.35 1.01 3.92 0.0385
H -0.70 2.44 3.22 0.0468
H 0.27 0.96 3.34 0.0874
H -2.01 1.51 1.34 0.1159
H -1.66 -0.11 1.82 0.0811
H 2.23 -0.31 -2.38 0.0846
H 0.67 0.08 -2.99 0.0935
H 0.82 -1.39 -2.06 0.0838
C 7.08 0.98 -4.29 -0.0466
C 5.92 1.25 -3.30 -0.2041
O 6.13 0.68 -2.01 0.0356
C 5.64 -0.52 -1.71 -0.6069
O 4.73 -1.04 -2.30 0.1110
O 6.31 -1.01 -0.68 0.0192
C 5.95 -2.34 -0.31 -0.0228
H 7.90 1.67 -4.11 0.0719
H 6.66 1.08 -5.29 0.0765
H 7.46 -0.03 -4.13 0.0790
H 5.02 0.79 -3.72 0.0897
H 5.71 2.31 -3.24 0.1224
H 6.41 -2.50 0.66 0.0956
H 6.43 -3.08 -0.95 0.1016
H 4.87 -2.45 -0.33 0.0920
C -0.39 -1.02 6.81 -0.0287
C -0.59 -2.51 7.07 -0.2104
O -1.93 -2.81 7.42 0.0383
C -2.81 -3.25 6.53 -0.6170
O -2.52 -3.67 5.44 0.1202
O -4.02 -3.13 7.03 0.0073
C -5.16 -3.31 6.20 -0.0339
H -0.86 -0.44 7.60 0.0795
H -0.78 -0.77 5.82 0.0621
H 0.66 -0.78 6.70 0.0852
H -0.05 -2.85 7.97 0.1227
H -0.20 -3.22 6.34 0.1199
H -5.16 -2.78 5.25 0.0854
H -5.96 -2.89 6.82 0.0986
H -5.37 -4.37 6.10 0.0992
C -1.03 -2.48 3.11 -0.0541
C -1.99 -3.13 2.13 -0.1870
O -2.91 -2.10 1.77 0.0079
C -3.62 -2.30 0.66 -0.6138
O -3.64 -3.29 -0.02 0.1187
O -4.34 -1.22 0.42 0.0050
C -5.10 -1.16 -0.77 -0.0381
H -1.65 -1.96 3.83 0.0483
H -0.38 -1.73 2.65 0.0695
H -0.42 -3.20 3.65 0.0806
H -2.46 -3.97 2.66 0.1212
H -1.62 -3.65 1.24 0.1239
H -5.64 -2.10 -0.86 0.1004
H -4.51 -0.93 -1.67 0.0939
H -5.73 -0.28 -0.71 0.0934
C 3.61 2.90 -0.10 -0.0518
C 2.45 3.00 -1.09 -0.2173
O 2.88 2.55 -2.35 0.0549
C 2.05 2.54 -3.37 -0.6327
O 0.91 2.92 -3.40 0.1452
O 2.62 1.99 -4.44 -0.0215
C 1.83 1.45 -5.49 -0.0276
H 3.84 1.89 0.24 0.0773
H 3.42 3.48 0.81 0.0779
H 4.48 3.45 -0.45 0.0780
H 2.06 4.02 -1.12 0.1307
H 1.65 2.45 -0.60 0.1059
H 2.45 1.11 -6.31 0.0795
H 1.18 2.24 -5.87 0.1001
H 1.17 0.69 -5.08 0.0900
C -3.89 -0.24 4.63 -0.0271
C -3.44 1.03 5.38 -0.1760
O -3.81 0.74 6.73 0.0185
C -3.29 1.42 7.74 -0.6248
O -2.31 2.11 7.62 0.1178
O -3.95 1.15 8.86 0.0047
C -3.56 1.92 10.02 -0.0183
H -4.96 -0.23 4.39 0.0878
H -3.61 -1.13 5.19 0.0540
H -3.43 -0.29 3.65 0.0632
H -4.00 1.90 5.02 0.1292
H -2.38 1.25 5.38 0.0887
H -4.28 1.70 10.80 0.0932
H -3.63 2.96 9.71 0.0944
H -2.55 1.63 10.31 0.0979
C -2.21 -2.86 -8.77 -0.0616
C -2.33 -2.04 -7.51 -0.2219
O -2.00 -2.79 -6.35 0.0302
C -1.90 -2.17 -5.18 -0.6173
O -1.89 -0.97 -5.03 0.1190
O -1.73 -3.06 -4.24 0.0202
C -1.89 -2.71 -2.86 -0.0247
H -1.21 -2.75 -9.19 0.0706
H -2.90 -2.44 -9.50 0.0767
H -2.40 -3.93 -8.65 0.0815
H -3.34 -1.65 -7.40 0.1289
H -1.57 -1.25 -7.55 0.1258
H -2.86 -2.75 -2.35 0.0772
H -1.45 -1.76 -2.58 0.0666
H -1.30 -3.50 -2.40 0.1015
```

Kohn-Sham gap in eV: 10.999
SMILES string: CCOC(=O)OC.CCOC(=O)OC.CCOC(=O)OC.CCOC(=O)OC.CCOC(=O)OC.CCOC(=O)OC.CCOC(=O)OC.CCOC(=O)OC.CCOC(=O)OC.CCOC(=O)OC.CCOC(=O)OC

***

On energetic grounds, entry 1 is preferred over the next structure by 0.0029 hartree.

***

Entry 1
Density functional theory data (wB97M-V/def2-TZVPD) for an isolated molecule of ClHN2O2.

XYZ file:
```
6
Properties=species:S:1:pos:R:3:lowdin_charge:R:1
O -0.58 1.91 0.28 0.0407
N -1.47 1.13 -0.05 -0.5346
O -2.64 1.27 -0.12 0.0899
N -0.95 -0.09 -0.35 -0.4753
Cl -1.71 -1.50 0.07 0.6938
H 0.15 0.09 -0.26 0.1854
```

Kohn-Sham gap in eV: 10.444
SMILES string: O=[N+]([O-])NCl

***

Entry 2
Density functional theory data (wB97M-V/def2-TZVPD) for an isolated molecule of ClHN2O2.

XYZ file:
```
6
Properties=species:S:1:pos:R:3:lowdin_charge:R:1
O -1.24 -1.17 0.12 0.0308
N -0.07 -0.73 0.03 -0.5034
O 1.03 -1.25 0.05 0.0324
N -0.12 0.59 -0.11 -0.3640
Cl 1.38 1.42 0.09 0.6739
H -0.97 1.15 -0.19 0.1304
```

Kohn-Sham gap in eV: 10.776
SMILES string: O=[N+]([O-])NCl

***

On energetic grounds, entry 2 is preferred over the next structure by 0.0033 hartree.